# C46H103BrCl2F4N2O8P

8 unconnected molecules or ions with the total composition C46H103BrCl2F4N2O8P (the ωB97M-V functional and the def2-TZVPD basis, the OMol25 dataset).

```
167
Properties=species:S:1:pos:R:3:forces:R:3
C -1.934 -1.868 4.770 0.3205 -0.1600 0.4246
C -0.791 -2.822 5.163 -0.1195 0.0922 -0.4375
C 0.591 -2.447 4.600 -0.0759 0.1696 0.1811
C 0.848 -0.939 4.471 0.0718 -0.4292 0.2072
C 2.314 -0.563 4.685 -0.1614 -0.2788 -0.1011
C 3.302 -1.268 3.748 -0.1324 0.2596 -0.2113
C 2.905 -1.245 2.267 0.7615 0.2045 0.1222
C 3.259 0.102 1.640 -0.8194 -0.0941 0.0842
C 3.044 0.176 0.127 0.0772 0.1197 0.4467
C 1.591 -0.036 -0.309 -0.1773 -0.1796 -0.2641
C 0.888 1.239 -0.773 0.2179 -0.1030 0.4250
C 0.904 2.374 0.270 -0.3515 0.5182 -0.4418
C -0.471 2.608 0.911 0.2448 -0.7816 0.2950
C -0.771 1.609 2.033 0.2475 -0.0203 -0.0797
C 0.062 1.762 3.310 -0.4292 0.1616 -0.0979
C 0.176 3.194 3.838 0.0861 0.0637 -0.0819
C 1.363 3.969 3.254 -0.5012 -0.2624 -0.0274
C 2.656 3.291 3.676 0.0373 -0.0785 -0.3527
N 3.848 4.129 3.553 -0.2284 0.3203 0.8683
C 5.063 3.382 3.800 0.1453 0.0808 -0.6493
F 5.998 4.190 4.326 -0.1322 -0.1345 -0.1074
F 4.859 2.365 4.678 -0.0319 0.0810 -0.0168
C 5.613 2.743 2.479 0.5710 0.1912 0.2287
F 4.639 2.720 1.537 0.2317 0.1069 0.0872
F 6.649 3.490 2.017 -0.5583 -0.1454 0.0335
C 3.728 5.344 4.301 -0.1702 -0.3335 -0.1680
Cl 3.553 5.024 6.094 -0.1224 0.0375 -0.0514
C 2.558 6.202 3.805 -0.1729 0.6643 0.2105
C 2.921 6.913 2.495 0.2695 -0.6609 -0.4117
C 3.118 6.040 1.227 -0.0331 0.4502 -0.2333
C 2.148 6.312 0.082 0.3321 -0.5297 -0.0269
Cl 2.089 8.034 -0.338 -0.1957 0.1554 0.0159
P 2.335 7.607 5.044 0.4766 0.7432 -0.1591
O 3.617 8.222 5.417 0.1214 -0.2520 0.0458
N 1.272 5.398 3.769 0.3165 -0.1095 0.1218
Br -0.119 6.327 2.868 -0.1845 0.0904 0.0700
H -1.764 -1.401 3.803 -0.1098 -0.0869 -0.2110
H -2.873 -2.415 4.762 -0.1378 0.1079 -0.1160
H -2.026 -1.072 5.508 -0.0731 0.1405 -0.0343
H -1.044 -3.811 4.785 0.0620 -0.1357 0.1232
H -0.752 -2.902 6.248 0.0169 0.0140 0.0928
H 1.362 -2.856 5.255 0.0260 -0.1953 -0.0052
H 0.711 -2.931 3.631 0.1296 0.0228 -0.0935
H 0.497 -0.575 3.504 0.0170 -0.2805 0.0965
H 0.254 -0.418 5.226 -0.0060 0.0322 0.0542
H 2.416 0.523 4.592 0.0973 0.0201 0.0442
H 2.571 -0.823 5.714 0.0797 0.1434 0.0824
H 4.256 -0.742 3.836 0.1725 -0.1333 0.0748
H 3.495 -2.290 4.070 -0.1946 -0.0926 0.0900
H 3.473 -2.005 1.735 -0.0792 -0.1957 -0.0754
H 1.850 -1.469 2.133 -0.0777 -0.1250 -0.0219
H 4.288 0.345 1.901 0.1025 -0.0448 -0.1000
H 2.618 0.865 2.107 0.2348 -0.1217 -0.0260
H 3.363 1.169 -0.197 0.1889 -0.0703 -0.2288
H 3.704 -0.566 -0.322 0.0135 0.0216 -0.1798
H 1.560 -0.748 -1.134 -0.0229 -0.0774 -0.0176
H 1.003 -0.499 0.486 0.0731 -0.0213 0.1016
H -0.151 1.010 -1.011 -0.0498 -0.0197 -0.1690
H 1.366 1.579 -1.690 -0.0008 0.0485 -0.0776
H 1.677 2.196 1.020 0.0369 0.0558 -0.0223
H 1.171 3.297 -0.256 0.1654 0.0731 0.0805
H -0.582 3.632 1.276 -0.0903 0.0891 -0.0650
H -1.214 2.428 0.143 -0.2713 0.3383 -0.1429
H -0.553 0.609 1.650 -0.1847 -0.0931 -0.0541
H -1.835 1.613 2.273 -0.0722 0.1468 0.0531
H -0.417 1.164 4.086 0.0825 0.1711 -0.0574
H 1.037 1.306 3.151 0.0113 0.2301 0.1511
H 0.299 3.180 4.926 0.0602 -0.0138 0.0775
H -0.766 3.706 3.633 0.0044 0.1268 -0.0643
H 1.268 4.034 2.174 0.2280 0.1255 -0.0479
H 2.770 2.454 2.990 0.0354 -0.0201 0.0952
H 2.540 2.875 4.677 0.0891 0.1143 0.1533
H 5.975 1.734 2.682 -0.1035 -0.0329 -0.1391
H 4.609 5.960 4.164 0.1347 -0.0309 0.3602
H 3.879 7.388 2.702 -0.0100 0.1409 0.1809
H 2.243 7.739 2.290 -0.1559 -0.0509 -0.0181
H 3.120 4.972 1.429 -0.0072 -0.0088 0.0609
H 4.108 6.266 0.833 0.1020 -0.0812 0.0441
H 1.145 5.939 0.268 -0.1887 0.2140 0.0753
H 2.517 5.788 -0.797 -0.0314 0.0226 -0.0624
H 1.525 7.097 6.081 -0.1241 -0.1230 -0.1757
H 1.516 8.504 4.332 -0.2762 -0.2831 0.0620
H 0.924 5.334 4.731 0.0850 -0.1079 0.0919
C 6.239 -4.482 0.183 0.0094 0.0942 0.1641
C 4.746 -4.759 0.150 0.2223 -0.0152 -0.3544
C 4.391 -5.748 -0.948 -0.1646 -0.0288 0.0398
O 4.011 -3.541 -0.023 -0.0884 0.0154 0.1824
H 6.567 -4.040 -0.763 -0.0288 -0.0658 -0.0475
H 6.482 -3.772 0.975 -0.0227 -0.0219 0.0218
H 6.805 -5.399 0.350 0.0145 0.0208 -0.0235
H 4.428 -5.156 1.115 -0.0721 0.0712 0.0329
H 4.664 -5.342 -1.927 0.0753 -0.0068 0.0100
H 3.318 -5.941 -0.960 0.0086 -0.0113 0.0288
H 4.916 -6.693 -0.810 0.0285 0.0140 -0.0088
H 4.267 -3.165 -0.872 0.0271 -0.0289 -0.0692
C 10.551 -8.090 0.067 -0.0059 0.0940 0.1148
C 9.052 -8.340 0.017 0.2089 -0.0345 -0.3126
C 8.688 -9.342 -1.067 -0.1451 0.0022 0.0311
O 8.351 -7.111 -0.186 -0.0940 -0.0573 0.1757
H 10.899 -7.674 -0.883 -0.0065 -0.0655 -0.0396
H 10.794 -7.371 0.850 -0.0132 -0.0254 0.0213
H 11.100 -9.013 0.259 0.0013 -0.0046 -0.0175
H 8.713 -8.712 0.985 -0.0645 0.0696 0.0305
H 8.982 -8.962 -2.050 0.0748 -0.0104 0.0104
H 7.611 -9.510 -1.088 0.0061 -0.0139 0.0325
H 9.187 -10.298 -0.907 0.0143 0.0041 -0.0094
H 8.627 -6.752 -1.036 0.0266 0.0126 -0.0485
C -4.690 0.650 -2.698 0.0887 0.1542 0.0611
C -3.945 0.561 -1.378 -0.3973 0.1090 -0.0124
C -4.878 0.220 -0.225 0.1194 -0.0085 0.1120
O -3.266 1.792 -1.108 0.1865 0.0037 0.1165
H -5.446 1.442 -2.652 -0.0579 -0.0599 0.0806
H -4.011 0.896 -3.509 0.0251 -0.0765 -0.0436
H -5.185 -0.289 -2.948 0.0086 -0.0077 -0.0127
H -3.164 -0.199 -1.451 0.0849 0.0531 0.0173
H -5.639 0.997 -0.112 -0.0363 -0.0163 -0.0680
H -4.326 0.160 0.715 0.0125 -0.0365 -0.0176
H -5.381 -0.733 -0.392 -0.0128 0.0010 -0.0037
H -3.931 2.490 -1.037 -0.0043 0.0829 -0.0390
C -1.723 -1.305 -5.542 -0.0341 0.0864 0.0944
C -3.216 -1.592 -5.483 0.1191 -0.0390 -0.3052
C -3.689 -2.536 -6.571 -0.0911 0.0373 0.0163
O -3.964 -0.376 -5.551 0.0180 0.1111 0.1553
H -1.466 -0.826 -6.490 -0.0018 -0.0625 -0.0451
H -1.428 -0.626 -4.739 -0.0194 -0.0299 0.0120
H -1.141 -2.223 -5.452 -0.0076 -0.0061 -0.0240
H -3.464 -2.029 -4.513 -0.0366 0.0891 0.0698
H -3.513 -2.110 -7.564 0.1130 0.0225 0.0381
H -4.759 -2.701 -6.456 0.0838 -0.1171 -0.0777
H -3.182 -3.501 -6.514 -0.0062 -0.0055 -0.0066
H -3.760 0.050 -6.389 -0.0094 -0.0383 -0.0828
C -2.312 5.237 -0.635 0.1060 -0.0607 -0.1022
C -3.737 5.692 -0.902 0.1581 0.1099 0.3098
C -4.045 7.025 -0.239 -0.0848 0.0034 -0.0332
O -4.654 4.693 -0.458 -0.0531 -0.2057 -0.2420
H -2.154 5.096 0.440 -0.0445 0.0712 0.0099
H -2.119 4.279 -1.119 0.0019 0.0144 -0.0113
H -1.584 5.966 -1.001 -0.0209 0.0184 0.0078
H -3.891 5.778 -1.978 -0.0834 -0.0766 -0.0170
H -3.939 6.943 0.847 0.0597 -0.0085 -0.0009
H -5.071 7.327 -0.445 0.0056 0.0036 -0.0263
H -3.375 7.809 -0.594 0.0053 -0.0061 0.0040
H -4.551 4.592 0.494 -0.0261 0.0375 0.0691
C -8.052 -5.394 -7.433 0.0426 0.0710 -0.1050
C -6.782 -5.497 -6.603 -0.2813 0.0640 0.1852
C -6.959 -6.447 -5.428 0.1071 -0.0136 0.0513
O -6.385 -4.206 -6.140 -0.0419 -0.1409 -0.1083
H -8.872 -5.003 -6.825 -0.0058 -0.0592 0.0510
H -7.907 -4.711 -8.271 0.0291 -0.0210 -0.0107
H -8.350 -6.368 -7.825 -0.0145 -0.0064 0.0085
H -5.963 -5.846 -7.233 0.0545 0.0500 -0.0083
H -7.747 -6.084 -4.763 -0.0483 -0.0009 -0.0474
H -6.040 -6.509 -4.845 0.0177 -0.0094 -0.0311
H -7.227 -7.449 -5.765 -0.0131 -0.0036 -0.0018
H -7.089 -3.866 -5.573 0.0064 0.0996 0.2023
C -7.979 -0.326 -4.903 0.1398 -0.0957 -0.1530
C -8.863 -1.521 -4.586 -0.0153 0.3468 0.1768
C -10.072 -1.127 -3.752 -0.0386 -0.1564 0.0243
O -8.107 -2.537 -3.920 -0.0497 -0.1901 -0.2352
H -7.594 0.132 -3.988 -0.0890 -0.0013 0.0498
H -7.117 -0.639 -5.496 0.0007 0.0152 -0.0092
H -8.527 0.434 -5.461 -0.0189 -0.0033 0.0201
H -9.200 -1.979 -5.518 0.0270 -0.0748 -0.0080
H -9.752 -0.708 -2.794 0.0240 0.0676 -0.0272
H -10.693 -1.997 -3.540 -0.0069 0.0002 -0.0328
H -10.681 -0.382 -4.266 0.0202 0.0105 0.0032
H -7.789 -2.168 -3.091 0.0611 -0.0140 0.0491
```
Positions in Å, forces in eV/Å.

Results
HOMO level = -0.4051 hartree
Total charge = +1

***

# C46H106HfI3N4O9

A molecular structure, C46H106HfI3N4O9 at a distorted geometry (the ωB97M-V functional and the def2-TZVPD basis, the OMol25 dataset).

```
169
Properties=species:S:1:pos:R:3:forces:R:3
Hf -0.294 2.644 3.613 -0.5028 -1.3093 -0.5840
I -2.246 4.332 2.611 -0.2530 0.1399 0.6516
I -0.035 3.277 6.274 -0.0269 -0.0792 -0.3157
I 1.656 0.632 3.144 0.2234 0.2120 0.2996
C 4.046 6.526 5.453 0.8118 -1.2576 0.4690
C 3.965 4.992 5.742 -0.9007 1.1727 -2.0994
O 3.891 4.473 4.373 -1.3392 1.1485 0.0121
H 4.953 6.731 4.834 -0.5941 -0.2300 0.6708
H 4.111 7.045 6.408 -0.1626 0.3777 -0.1866
H 3.200 6.813 4.852 -0.4620 0.3332 0.0834
H 3.004 4.661 6.222 1.2530 0.4312 0.1732
H 4.894 4.700 6.195 0.0552 -0.5632 0.5581
H 4.322 3.663 4.213 0.9660 -1.5783 0.2334
C -2.820 0.398 6.230 -0.7985 -1.7178 1.1083
C -2.722 0.986 4.855 -0.7591 0.1016 0.0112
O -1.512 0.744 4.024 -1.3447 0.6783 0.7685
H -3.807 0.725 6.656 0.8549 -0.0719 -0.4520
H -2.067 0.615 6.975 0.4328 0.7432 -0.2297
H -2.861 -0.694 6.285 -0.1176 -0.0410 -0.4657
H -2.744 2.034 5.123 -0.0545 0.6800 -0.8988
H -3.658 0.695 4.295 1.2247 0.4355 0.1548
H -1.745 0.040 3.341 0.8830 0.4418 0.0282
C 2.367 5.830 1.612 -0.6278 1.0277 0.5910
C 1.210 5.492 2.616 0.7424 0.3984 -1.1972
O 1.223 4.062 3.082 -2.2323 1.0629 -1.9170
H 2.267 6.926 1.423 0.0103 -0.6337 0.2753
H 2.416 5.407 0.619 -0.6525 -0.6452 -0.0875
H 3.351 5.696 2.052 -0.0203 -0.1446 0.3457
H 0.195 5.797 2.238 1.1108 -0.9065 0.4407
H 1.436 6.046 3.515 -0.2078 0.2508 0.2656
H 1.970 3.990 3.636 2.4941 -0.1408 1.3800
C -0.776 3.362 -0.700 0.1750 -2.3175 -1.3663
C -1.270 2.258 0.193 -0.7966 -0.3807 -0.6578
O -0.522 2.049 1.430 0.7462 -0.9555 -0.9244
H 0.106 2.966 -1.245 -0.0255 0.7649 0.4171
H -0.629 4.241 -0.156 0.4658 1.4821 0.5472
H -1.538 3.486 -1.489 0.1189 0.1874 0.4151
H -1.397 1.326 -0.400 0.6461 0.2625 0.7891
H -2.246 2.448 0.538 -1.2209 0.4567 0.2813
H -0.022 1.221 1.286 0.0811 0.3504 0.2982
C 6.805 1.895 0.270 -0.8606 0.7389 1.4996
C 6.994 0.711 -0.603 0.4516 -1.7147 0.9146
O 6.018 -0.306 -0.380 0.2288 -0.2232 0.1780
H 7.654 2.587 0.178 -0.2892 -0.1022 0.1086
H 6.664 1.591 1.343 0.3686 0.2609 -0.8929
H 5.861 2.429 -0.003 0.6948 -0.2256 0.0482
H 7.927 0.148 -0.400 -0.1892 0.7343 -0.0140
H 7.043 1.056 -1.600 -0.1344 0.0481 -1.4928
H 5.198 -0.152 -0.842 -0.4246 0.5115 -0.3701
C -3.013 0.268 -4.280 1.5981 0.8075 -1.3457
C -3.629 1.654 -4.495 -0.2376 -0.1568 0.6673
C -4.262 1.813 -5.871 -0.4463 1.6708 -0.0571
C -5.508 1.011 -6.021 -0.3307 -2.1650 0.3071
C -6.499 1.270 -4.900 -0.5145 -2.2782 -0.4432
C -5.919 0.995 -3.500 1.0008 0.5331 -1.3756
N -4.669 1.853 -3.454 -0.5988 -0.1100 0.1185
O -4.020 1.602 -2.188 0.2469 -0.0945 -0.1761
C -6.843 1.620 -2.535 -1.5030 0.9228 1.5559
C -5.778 -0.498 -3.216 -0.2678 0.8673 0.6524
C -2.601 2.763 -4.382 -0.5557 0.6710 1.7685
H -2.077 0.189 -4.884 -0.5363 0.0131 0.4409
H -3.682 -0.462 -4.655 -0.3314 -0.8362 -0.2022
H -2.773 0.095 -3.241 0.0191 -0.0726 0.1636
H -4.527 2.941 -6.045 0.6235 -1.8956 0.3201
H -3.518 1.500 -6.602 0.0808 0.2351 -0.1586
H -5.287 -0.101 -6.100 -0.0947 1.1507 0.1772
H -6.026 1.234 -6.921 -0.2342 0.2807 -1.0462
H -7.422 0.611 -5.089 1.1779 0.9724 0.4951
H -6.784 2.284 -5.008 -0.5120 1.1480 0.2986
H -7.884 1.233 -2.589 0.7220 -0.0404 0.0393
H -6.521 1.588 -1.478 -0.1239 -0.4335 -0.2906
H -6.913 2.682 -2.753 -0.0581 0.2253 -0.1404
H -5.239 -0.654 -2.290 0.2270 0.0263 0.2628
H -6.796 -0.836 -3.038 0.0247 -0.5210 -0.3308
H -5.249 -1.008 -3.989 -0.2294 -0.6331 -0.4768
H -2.188 3.020 -5.319 0.8270 -0.1289 -1.0814
H -1.849 2.530 -3.637 0.3989 -0.1079 -0.0746
H -3.064 3.701 -4.035 -0.1792 -0.3749 -0.0556
H -4.564 2.079 -1.559 -0.0790 0.3165 0.0677
C -2.803 -1.847 -0.378 0.7651 0.1103 0.6726
C -3.624 -1.374 0.830 0.7790 -0.6513 0.3244
C -4.934 -2.114 1.008 0.2764 0.9982 -0.2141
C -4.753 -3.533 1.428 -0.3828 -1.5805 1.2462
C -3.850 -3.647 2.737 -0.8990 0.8128 -1.9969
C -2.492 -2.888 2.586 -0.7839 -2.0336 0.1642
N -2.830 -1.584 2.088 -0.2812 1.6940 -0.5552
O -1.636 -0.756 1.908 0.2819 -1.2365 0.1438
C -1.854 -2.719 3.969 -0.2346 -0.0247 0.0268
C -1.632 -3.831 1.740 2.0041 1.0956 -1.5872
C -3.909 0.125 0.764 -1.1609 -0.0092 -0.9717
H -1.777 -2.051 -0.037 -0.2424 0.1729 -0.5247
H -2.774 -1.080 -1.116 0.1685 0.6057 -0.6920
H -3.123 -2.733 -0.880 -0.5898 -0.7727 -0.0691
H -5.411 -1.511 1.787 -0.4506 -0.4754 0.1878
H -5.533 -1.966 0.095 0.1592 -0.2805 0.2331
H -4.337 -4.226 0.665 -0.4360 0.6745 0.1331
H -5.786 -3.891 1.724 1.2033 -0.0878 -0.4407
H -3.664 -4.696 2.905 0.1506 -0.2630 0.3174
H -4.527 -3.262 3.473 0.2329 0.3909 1.0475
H -2.457 -1.950 4.432 -0.3592 -0.1768 0.7119
H -1.827 -3.668 4.537 -0.2410 0.5496 -0.2512
H -0.853 -2.304 3.986 0.3872 -0.0836 -0.4454
H -0.609 -3.417 1.496 -0.8972 0.0613 0.1280
H -1.312 -4.648 2.329 -0.0711 -1.0960 0.8827
H -1.996 -4.243 0.778 -0.3540 0.4526 0.6528
H -4.997 0.281 0.562 0.6763 -0.0887 0.1505
H -3.399 0.532 -0.109 0.0744 0.3912 0.4410
H -3.689 0.630 1.696 0.2303 0.1837 0.0425
H -0.927 -1.378 1.617 -0.1953 0.5064 0.2702
C 0.805 -0.243 -1.738 0.2464 -0.7549 -0.4251
C 1.735 -0.052 -2.961 -1.1262 1.7142 -0.5686
C 0.915 0.454 -4.224 1.3782 -1.5295 -0.0226
C 1.929 0.750 -5.397 -0.8216 -2.2074 0.4571
C 2.861 1.808 -4.977 -0.1579 2.9373 1.8694
C 3.613 1.504 -3.639 0.4866 0.5895 -0.9372
N 2.602 1.134 -2.608 0.6602 -0.8415 -0.3611
O 3.381 0.754 -1.445 -0.1525 0.5292 0.5210
C 4.687 0.416 -4.046 -0.4963 0.5600 1.5185
C 4.317 2.853 -3.109 0.3882 -1.8658 -1.3970
C 2.485 -1.370 -3.215 -0.8949 -0.2212 0.3203
H 1.454 -0.564 -0.918 -0.1587 0.5863 0.3399
H 0.189 0.649 -1.521 0.4914 -0.4554 -0.0477
H 0.175 -1.138 -1.863 -0.2043 0.4969 -0.3499
H 0.216 -0.386 -4.399 0.3105 0.3648 -0.5154
H 0.300 1.329 -4.043 0.1024 0.2653 0.3934
H 2.484 -0.167 -5.677 -0.2568 0.2233 0.3981
H 1.408 0.942 -6.309 -0.5211 0.6927 -0.5598
H 2.260 2.734 -4.754 0.2182 -0.6247 -0.1817
H 3.585 2.196 -5.695 0.1050 -0.5958 -0.2699
H 5.031 -0.100 -3.117 0.1622 0.3493 -0.9335
H 5.477 1.010 -4.508 0.2401 -0.4268 0.0396
H 4.299 -0.331 -4.756 0.3009 0.5091 0.3561
H 3.582 3.590 -2.858 -0.4633 0.3739 0.1326
H 5.008 3.247 -3.877 -0.5556 -0.1038 0.0561
H 4.975 2.657 -2.272 -0.1009 -0.1986 0.4249
H 2.817 -1.593 -4.233 0.0778 0.4456 0.3526
H 3.293 -1.316 -2.499 0.4806 -0.6499 -0.0525
H 1.823 -2.213 -2.950 0.2845 0.3684 0.0315
H 3.219 1.477 -0.805 0.0582 -0.5809 -0.5237
C 3.752 -4.168 -0.020 0.5280 -0.1063 -1.4060
C 2.319 -4.459 0.438 0.6160 -2.2024 0.4554
C 2.013 -6.005 0.690 -0.0760 0.5549 -1.0225
C 2.832 -6.563 1.855 -0.7502 -0.6005 -0.4928
C 2.434 -5.858 3.137 1.3145 1.6834 -1.3623
C 2.585 -4.317 2.983 1.2813 0.4227 -0.1952
N 1.934 -3.910 1.702 -1.6609 0.0771 1.5659
O 1.704 -2.512 1.674 1.6222 0.2920 -0.9646
C 1.817 -3.657 4.125 -1.5382 -1.2313 -0.5172
C 4.097 -3.846 2.932 -0.9139 -0.4760 0.1052
C 1.450 -3.974 -0.678 -1.5905 0.0105 -0.0669
H 3.763 -4.242 -1.117 0.0482 -0.2370 0.1527
H 4.613 -4.758 0.298 -0.4416 -0.0974 0.4400
H 4.009 -3.128 0.106 0.1444 0.5523 0.4200
H 0.887 -6.054 0.870 1.4495 -0.1013 -0.0540
H 2.239 -6.602 -0.220 -0.1728 0.4879 0.3283
H 3.938 -6.555 1.612 -1.2499 0.0209 0.4729
H 2.487 -7.596 2.007 0.5966 -0.0346 -0.2957
H 3.109 -6.222 3.882 0.0594 -0.0055 1.0577
H 1.398 -6.002 3.370 -0.5207 -0.5730 0.2258
H 2.019 -4.008 5.130 0.5246 -0.3722 -0.0010
H 1.906 -2.619 4.116 0.3920 1.8340 0.0051
H 0.728 -3.841 3.957 0.7189 -0.0494 0.0676
H 4.565 -3.865 3.906 -0.1197 0.4500 0.5005
H 4.678 -4.577 2.387 0.0935 -0.0013 -0.4260
H 4.194 -2.856 2.442 0.0533 -0.5277 0.5238
H 1.525 -2.917 -0.852 0.3823 0.6052 0.0009
H 0.376 -4.120 -0.443 0.4864 -0.2903 -0.2702
H 1.749 -4.468 -1.603 -0.3428 -0.1475 0.0739
H 2.535 -2.153 1.254 -0.9812 0.0872 0.6392
```
Positions in Å, forces in eV/Å.

Results
HOMO level = -0.3723 hartree
Total charge = +1

***

The records above yield orbital gap values of 0.2303, 0.2646 Ha, respectively.